*w*
{"formula": "C3H8N3O", "method": "wB97M-V/def2-TZVPD", "lumo_ev": -5.88, "e_homo_ev": -12.3719, "mol_weight_g_mol": 102.117, "orbital_gap_ha": 0.2384, "charge": 1, "elements": ["C", "C", "C", "N", "N", "N", "O", "H", "H", "H", "H", "H", "H", "H", "H"], "xyz": [[0.255, 1.981, 0.489], [2.141, 0.802, -0.358], [2.070, -0.537, -0.897], [1.279, -1.347, -1.024], [-3.072, -1.714, 0.759], [0.617, 1.062, -0.281], [0.623, -2.282, -1.325], [-0.675, 2.541, 0.392], [0.866, 2.247, 1.294], [2.608, 0.781, 0.686], [2.548, 1.662, -0.879], [-3.489, -1.754, 1.690], [-3.740, -1.651, -0.056], [0.301, 0.605, -1.073], [-2.333, -2.395, 0.582]], "nbo_charge": [0.177, -0.286, 0.107, 0.230, -1.135, -0.382, -0.300, 0.246, 0.219, 0.270, 0.268, 0.384, 0.382, 0.448, 0.372]}

*x*
{"formula": "C3H8N3O", "method": "wB97M-V/def2-TZVPD", "lumo_ev": -4.03, "e_homo_ev": -14.1065, "mol_weight_g_mol": 102.117, "orbital_gap_ha": 0.3704, "charge": 1, "elements": ["C", "C", "C", "N", "N", "N", "O", "H", "H", "H", "H", "H", "H", "H", "H"], "xyz": [[0.132, 0.740, -0.064], [-0.802, 0.056, 2.031], [1.398, -1.846, -0.901], [-0.683, 1.458, -2.098], [-0.304, 1.533, -0.874], [0.311, 0.328, 1.117], [0.410, -1.176, -1.069], [-1.714, -0.175, 1.528], [-1.093, 0.910, 2.652], [-0.600, -0.629, 2.824], [1.537, -2.907, -0.467], [2.298, -1.236, -0.983], [-0.926, 2.230, -2.692], [1.158, 0.035, 1.550], [-1.122, 0.680, -2.555]], "nbo_charge": [0.637, -0.441, 0.315, -0.561, -0.110, -0.530, -0.549, 0.232, 0.232, 0.240, 0.165, 0.123, 0.412, 0.437, 0.400]}

*y*
{"formula": "C3H8N3O", "method": "wB97M-V/def2-TZVPD", "lumo_ev": -3.53, "e_homo_ev": -12.3936, "mol_weight_g_mol": 102.117, "orbital_gap_ha": 0.3257, "charge": 1, "elements": ["C", "C", "C", "N", "N", "N", "O", "H", "H", "H", "H", "H", "H", "H", "H"], "xyz": [[0.812, 0.924, -1.450], [-0.613, -0.695, -0.812], [-0.244, 0.174, 0.370], [0.181, -0.094, -1.867], [-1.232, 0.585, 1.179], [0.897, -0.361, 1.387], [1.589, 1.785, -1.639], [-0.349, -1.766, -0.712], [-1.671, -0.663, -0.968], [0.358, -0.632, -2.823], [-2.068, 0.425, 0.819], [-1.237, 1.635, 1.363], [0.918, 0.299, 2.265], [1.805, -0.200, 1.101], [0.854, -1.415, 1.786]], "nbo_charge": [0.811, -0.267, 0.118, -0.619, -0.831, -0.748, -0.438, 0.217, 0.227, 0.447, 0.377, 0.398, 0.453, 0.417, 0.437]}

*z*
{"formula": "C3H8N3O", "method": "wB97M-V/def2-TZVPD", "lumo_ev": -3.74, "e_homo_ev": -14.2102, "mol_weight_g_mol": 102.117, "smiles": "CN1OC=N[C@@H]1[NH3+]", "orbital_gap_ha": 0.3849, "charge": 1, "elements": ["C", "N", "O", "C", "N", "C", "N", "H", "H", "H", "H", "H", "H", "H", "H"], "xyz": [[-1.377, -1.303, -0.448], [-0.452, -0.551, 0.338], [0.674, -1.381, 0.541], [1.688, -0.850, -0.021], [1.494, 0.293, -0.577], [0.166, 0.659, -0.298], [0.183, 1.818, 0.723], [-1.426, -2.336, -0.168], [-2.472, -1.008, -0.312], [-1.159, -1.251, -1.504], [2.647, -1.413, 0.107], [-0.414, 1.146, -1.231], [0.566, 2.663, 0.301], [0.738, 1.449, 1.599], [-0.857, 2.064, 0.949]], "nbo_charge": [-0.463, -0.163, -0.296, 0.427, -0.553, 0.211, -0.725, 0.258, 0.240, 0.202, 0.247, 0.232, 0.455, 0.470, 0.459]}

Sorted by energy, starting with the most stable: *z*, *y*, *x*, *w*.

*w*
{"formula": "C3H8N3O", "method": "wB97M-V/def2-TZVPD", "lumo_ev": [-6.21, -6.15], "e_homo_ev": [-14.1294, -13.9480], "mol_weight_g_mol": 102.117, "orbital_gap_ha": [0.2912, 0.2864], "charge": 1, "elements": ["C", "C", "C", "N", "N", "N", "O", "H", "H", "H", "H", "H", "H", "H", "H"], "xyz": [[-0.724, -1.033, -0.048], [-2.081, -1.172, -0.302], [1.159, 0.578, 0.047], [-0.189, 0.141, 0.148], [2.108, -0.437, 0.103], [-2.369, 1.029, 0.083], [-2.870, -0.128, -0.291], [-0.103, -2.008, 0.050], [-2.581, -2.133, -0.379], [1.170, 1.442, 0.769], [1.048, 1.055, -1.109], [2.456, -0.644, -0.872], [-3.149, 1.640, 0.265], [-1.151, 0.963, -0.140], [3.051, -0.365, 0.683]], "nbo_charge": [-0.001, 0.203, -0.061, -0.369, -0.875, -0.373, -0.132, 0.256, 0.247, 0.242, 0.221, 0.393, 0.395, 0.426, 0.427]}

*x*
{"formula": "C3H8N3O", "method": "wB97M-V/def2-TZVPD", "lumo_ev": -4.91, "e_homo_ev": -15.8215, "mol_weight_g_mol": 102.117, "orbital_gap_ha": 0.4010, "charge": 1, "elements": ["C", "C", "C", "N", "N", "N", "O", "H", "H", "H", "H", "H", "H", "H", "H"], "xyz": [[-2.343, 0.174, 0.111], [-3.764, 0.019, -0.102], [3.158, -0.008, 0.058], [-1.248, 0.477, 0.374], [1.086, -0.799, -0.630], [1.729, -0.026, 0.066], [1.214, 0.992, 0.687], [-4.185, 0.369, -0.958], [-4.339, 0.439, 0.717], [-3.824, -1.135, -0.057], [3.542, 1.088, 0.152], [3.604, -0.353, -0.894], [3.556, -0.438, 0.978], [0.183, 0.851, 0.562], [1.633, -1.650, -1.064]], "nbo_charge": [0.490, -0.729, -0.505, -0.460, -0.251, 0.330, -0.424, 0.274, 0.285, 0.276, 0.283, 0.259, 0.273, 0.499, 0.399]}

Sorted by energy, starting with the most stable: *x*, *w*.